[1]
A cluster of 13 separate species, C39H58O39 in total at a distorted geometry, computed with the ωB97M-V functional and the def2-TZVPD basis.

Each line ends with the Mulliken charge.
Cartesian coordinates (Å):
C 1.0332 3.1208 4.1181  0.2806
C 0.0974 4.2494 3.6548  0.2591
O 0.7817 4.7403 2.5656  -0.3030
C 2.0267 4.3484 2.5257  0.6605
O 2.8957 4.7502 1.7993  -0.5385
O 2.2424 3.4082 3.4563  -0.3245
H 0.6116 2.1585 3.8278  -0.2292
H 1.0220 3.1171 5.2081  0.3214
H -0.1299 5.0372 4.3730  0.2856
H -0.8356 3.8329 3.2751  -0.3052
C -4.4579 3.0554 1.8673  -0.1440
C -3.6303 4.2738 1.4052  -0.5486
O -2.4591 3.6547 0.9088  -0.1775
C -2.7103 2.3605 0.5434  -0.1335
O -1.8772 1.6196 -0.0445  0.3347
O -3.9191 2.0289 1.1702  -0.2042
H -5.4923 3.1309 1.5320  0.4547
H -4.6881 3.0119 2.9318  -0.0251
H -3.3350 4.8773 2.2635  0.3164
H -4.2448 4.8823 0.7417  0.2924
C -2.5122 1.3331 6.3673  -0.6570
C -3.5669 2.0478 5.4953  -0.4266
O -2.9395 1.9160 4.2140  0.0790
C -1.9403 1.0208 4.2564  -0.3575
O -1.4297 0.6308 3.2271  0.6532
O -1.6230 0.7196 5.5556  -0.2848
H -3.0081 0.5879 6.9894  0.2961
H -1.9789 1.9741 7.0694  0.3480
H -3.5718 3.0753 5.8591  0.2648
H -4.5740 1.6380 5.5728  0.3320
C 0.8029 -2.5433 -5.1405  -0.3462
C 0.7853 -1.1350 -4.9636  1.5292
O 0.1953 -0.6523 -6.0622  -0.2548
C 0.1895 -1.5856 -6.9963  0.5716
O -0.1683 -1.3663 -8.1458  -0.6381
O 0.7449 -2.6355 -6.5665  -0.3423
H -0.0986 -2.9660 -4.6969  0.1910
H 1.7193 -3.0330 -4.8110  0.3432
H 1.8350 -0.8448 -4.9181  -0.6232
H 0.2435 -0.9522 -4.0356  -0.5672
C 0.3819 -0.9612 0.8369  0.8624
C 1.0016 0.2685 1.3304  0.2671
O 1.7324 0.6988 0.1667  0.1186
C 1.2219 0.1204 -0.9089  -0.3751
O 1.5892 0.3473 -2.0710  -0.2209
O 0.3074 -0.7697 -0.5054  0.2560
H -0.5285 -0.9282 1.4355  -0.5023
H 0.8436 -1.8860 1.1827  0.1209
H 1.6217 0.1827 2.2227  0.2448
H 0.2538 1.0074 1.6185  -0.8060
C 0.1643 4.9455 -1.3756  0.1377
C 0.8698 3.6561 -0.9149  1.7175
O 2.1550 3.9354 -1.4577  -0.0117
C 2.3135 5.1027 -1.8928  0.5628
O 3.3501 5.5343 -2.3253  -0.6392
O 1.1938 5.6916 -1.7870  -0.3893
H -0.3634 5.3799 -0.5266  0.2047
H -0.5402 4.6936 -2.1682  0.1932
H 0.5109 2.7293 -1.3624  -0.7739
H 0.9621 3.5514 0.1661  -1.0162
C -1.2953 1.9752 -3.7625  0.6824
C -2.3439 0.9361 -3.1987  0.3645
O -3.3069 0.9582 -4.2612  -0.4599
C -2.7802 1.3121 -5.4323  0.5188
O -3.2892 1.2379 -6.5370  -0.5640
O -1.5375 1.9129 -5.1564  -0.3636
H -0.2753 1.7425 -3.4569  -0.1475
H -1.5745 2.8989 -3.2556  -0.0140
H -2.9997 1.3023 -2.4088  0.2441
H -1.9640 -0.0810 -3.1017  -0.3273
C 1.7245 -3.8276 4.8754  -0.1246
C 1.7892 -3.1929 6.2646  -0.5008
O 1.7201 -1.8011 5.9513  -0.3719
C 1.2703 -1.6701 4.6723  0.2827
O 0.9404 -0.6738 4.0774  -0.3305
O 1.2096 -2.8525 4.0773  -0.1786
H 1.0821 -4.7075 4.9130  0.1656
H 2.6915 -4.2254 4.5676  0.2485
H 2.7056 -3.4443 6.7984  0.3314
H 0.8980 -3.6287 6.7162  0.2998
C 4.8421 1.2661 0.4878  0.0884
C 4.7483 1.7176 -0.9373  1.0003
O 5.7667 0.9950 -1.4882  -0.2682
C 6.6892 0.7119 -0.5280  0.5258
O 7.8661 0.3555 -0.7471  -0.6260
O 6.1574 0.8837 0.6515  -0.3482
H 4.1084 0.5022 0.7449  -0.0294
H 4.5589 2.0469 1.1937  0.1212
H 5.0363 2.7688 -0.9414  0.2691
H 3.7470 1.5158 -1.3179  -0.6706
C -3.8465 -0.8414 1.6962  1.1491
C -3.2620 -2.1415 2.1532  0.8153
O -4.3698 -2.9829 2.4327  -0.4342
C -5.4768 -2.3968 2.0216  0.5215
O -6.6379 -2.8269 2.2232  -0.6619
O -5.1180 -1.3296 1.3992  -0.4132
H -3.2341 -0.5502 0.8428  -0.5088
H -3.9844 -0.0365 2.4182  -0.2812
H -2.6507 -2.0211 3.0477  0.0748
H -2.5902 -2.4236 1.3426  -0.3176
C -0.9962 -4.7184 2.2458  -0.3856
O -0.3858 -5.5640 3.1911  -0.2320
C 0.1311 -6.8153 2.8063  0.6486
O -0.0449 -7.3458 1.7096  -0.5557
O 0.8556 -7.2163 3.8524  -0.2886
C 1.8153 -8.2555 3.7992  -0.7832
H -0.2884 -4.5381 1.4367  0.2063
H -1.0928 -3.7211 2.6749  -0.0121
H -1.9195 -5.0656 1.7819  0.4419
H 1.7542 -8.8627 2.8960  0.3296
H 1.8335 -8.9871 4.6071  0.3091
H 2.8595 -7.9534 3.7194  0.3085
C 3.9508 1.0224 -4.2973  -0.4257
O 3.6167 1.7682 -5.4772  -0.2729
C 3.6787 1.2650 -6.8047  0.8027
O 3.9097 0.1074 -7.2146  -0.5905
O 3.6614 2.2865 -7.7360  -0.3393
C 3.3328 3.5974 -7.4228  -0.5361
H 3.9570 -0.0488 -4.4990  0.2683
H 3.1746 1.2341 -3.5620  -0.1498
H 4.9234 1.2570 -3.8647  0.4858
H 4.2117 4.0705 -6.9848  0.2679
H 2.5308 3.5939 -6.6846  0.2181
H 3.2384 4.0960 -8.3875  0.2601
C -0.2005 -4.0816 -1.6803  -0.1369
O -1.2490 -3.7159 -2.5533  -0.3512
C -2.3562 -3.0533 -2.2247  0.7402
O -2.6556 -2.7943 -1.0813  -0.5774
O -2.9495 -2.8163 -3.3077  -0.2856
C -4.1539 -2.0824 -3.4001  -0.5384
H 0.7540 -4.2179 -2.1887  0.3727
H -0.3913 -5.0543 -1.2270  0.3138
H -0.2194 -3.3854 -0.8419  -0.3364
H -4.2722 -1.7623 -4.4353  0.2623
H -4.0748 -1.1547 -2.8333  0.1471
H -5.0305 -2.6595 -3.1058  0.3191

Properties
F_max, eV/Å: 6.54
E_tot, a.u.: -4455.11866
HOMO, eV: -9.9
ΔE to the lowest compared entry with this formula, charge and spin, kcal per mole: 127.6
Molar mass, g/mol: 1150.85

[2]
A structure of composition C39H59Cl3GeInN9OP, computed with the ωB97M-V functional and the def2-TZVPD basis.

Each line ends with the Mulliken spin population.
Cartesian coordinates (Å):
In -1.0365 0.9213 0.3718  0.1113
C 2.9483 -3.7902 3.4786  -0.0004
C 1.5483 -4.1870 3.8675  -0.0016
C 1.2941 -5.3781 4.5368  0.0012
C 0.0065 -5.7502 4.8938  -0.0005
C -1.0596 -4.9146 4.5990  -0.0001
C -0.8322 -3.7108 3.9491  0.0024
C 0.4600 -3.3652 3.5736  0.0012
N 0.7414 -2.1162 2.9289  -0.0009
C 0.0223 -1.4845 1.9797  -0.0201
N -0.8657 -2.2443 1.2962  -0.0249
C -1.9704 -1.9462 0.4491  0.0049
C -2.3512 -0.6715 0.0199  -0.0780
C -3.5362 -0.5248 -0.7131  0.0464
C -4.3004 -1.6212 -1.0488  0.0043
C -3.8688 -2.8894 -0.6734  0.0089
C -2.7124 -3.0794 0.0590  0.0083
C -2.2721 -4.4729 0.4339  -0.0012
N 0.2598 -0.2209 1.6749  -0.0074
C 1.2046 0.4987 2.4875  -0.0916
C 0.7968 1.0675 3.6905  0.0703
C 1.6949 1.7827 4.4676  0.0246
C 3.0051 1.9331 4.0316  0.0024
C 3.4029 1.3668 2.8292  -0.0017
C 2.5169 0.6403 2.0339  -0.0056
C 2.9669 0.0121 0.7394  -0.0014
H 3.6486 -4.5946 3.6930  0.0000
H 3.2910 -2.9106 4.0332  0.0000
H 3.0159 -3.5574 2.4134  -0.0001
H 2.1264 -6.0279 4.7776  0.0000
H -0.1607 -6.6834 5.4140  -0.0001
H -2.0659 -5.1839 4.8911  0.0001
H -1.6582 -3.0332 3.7703  0.0050
H 1.5287 -1.5948 3.2872  -0.0010
H -0.8541 -3.2074 1.5997  -0.0012
H -3.8613 0.4612 -1.0194  0.0027
H -5.2222 -1.5015 -1.6033  0.0013
H -4.4519 -3.7584 -0.9542  -0.0008
H -2.8603 -5.2110 -0.1061  0.0003
H -2.4023 -4.6775 1.5014  0.0000
H -1.2220 -4.6487 0.1836  -0.0001
H -0.2251 0.9246 4.0281  0.0035
H 1.3773 2.2082 5.4109  0.0014
H 3.7196 2.4793 4.6336  0.0002
H 4.4291 1.4796 2.4981  -0.0001
H 3.9460 0.3913 0.4485  -0.0002
H 2.2615 0.2032 -0.0719  -0.0010
H 3.0546 -1.0741 0.8396  0.0000
O 0.2121 0.9078 -1.3769  0.0102
P 0.2266 0.3063 -2.7823  0.0025
N -1.2950 -0.0012 -3.2815  -0.0022
C -2.2185 1.1338 -3.4923  0.0011
C -3.4287 0.5032 -4.1748  0.0005
C -2.8186 -0.6487 -4.9718  -0.0004
C -1.7470 -1.1967 -4.0343  0.0012
N 0.9332 1.3878 -3.7760  0.0002
C 0.8852 1.2689 -5.2509  0.0002
C 1.4726 2.5909 -5.7436  0.0000
C 1.1086 3.5733 -4.6354  0.0000
C 1.3318 2.7557 -3.3692  0.0002
N 1.0537 -1.0929 -2.7618  -0.0001
C 1.7480 -1.7185 -3.9158  -0.0001
C 1.8215 -3.1962 -3.5330  0.0000
C 1.8474 -3.1632 -2.0063  0.0000
C 0.8232 -2.0839 -1.6879  -0.0019
H -1.7576 1.8920 -4.1352  0.0000
H -2.4729 1.6179 -2.5455  -0.0013
H -3.9641 1.2186 -4.7957  0.0000
H -4.1241 0.1117 -3.4301  0.0002
H -2.3627 -0.2714 -5.8902  0.0000
H -3.5485 -1.4087 -5.2445  0.0001
H -0.9281 -1.6688 -4.5721  0.0001
H -2.1693 -1.9326 -3.3441  -0.0005
H -0.1485 1.1397 -5.5909  -0.0001
H 1.4667 0.4209 -5.6054  0.0000
H 1.0817 2.8725 -6.7187  0.0000
H 2.5576 2.5061 -5.8234  0.0000
H 0.0563 3.8570 -4.7152  0.0000
H 1.7107 4.4803 -4.6531  0.0000
H 0.7266 3.1044 -2.5340  -0.0001
H 2.3836 2.7738 -3.0683  0.0001
H 2.7454 -1.2875 -4.0201  0.0000
H 1.2166 -1.5675 -4.8541  0.0000
H 2.6902 -3.6826 -3.9712  0.0000
H 0.9268 -3.7205 -3.8758  0.0000
H 2.8356 -2.8592 -1.6542  0.0000
H 1.5951 -4.1203 -1.5518  0.0000
H 0.9634 -1.6217 -0.7114  -0.0021
H -0.1928 -2.4936 -1.7383  0.0008
C -0.2623 4.6073 3.6439  0.0021
N -0.7308 4.1662 2.3281  -0.0019
C -2.1167 3.7421 2.2967  -0.0071
C 0.1227 3.7972 1.3574  0.0067
N -0.1657 2.8058 0.5142  0.0014
N 1.2780 4.4807 1.2247  -0.0003
C 1.3787 5.9101 1.5302  -0.0001
C 2.3724 3.9573 0.4179  0.0002
H -0.6162 3.8998 4.3958  0.0000
H -0.6547 5.5952 3.8854  0.0002
H 0.8213 4.6261 3.6779  -0.0003
H -2.7339 4.5095 2.7627  0.0015
H -2.2568 2.8210 2.8696  0.0147
H -2.4569 3.6037 1.2748  -0.0014
H 0.4743 2.7707 -0.2695  0.0009
H 0.4082 6.3135 1.7973  0.0001
H 1.7316 6.4304 0.6392  0.0000
H 2.0848 6.0918 2.3401  0.0001
H 2.4341 2.8750 0.5084  -0.0002
H 3.3051 4.3779 0.7895  -0.0001
H 2.2667 4.2379 -0.6344  0.0000
Cl -4.5226 1.5436 1.7626  0.1113
Ge -3.2921 0.3001 3.0365  0.5712
Cl -4.1376 -1.6531 3.0842  0.1052
Cl -3.4532 1.1647 4.9792  0.1263

Properties
F_max, eV/Å: 0.73
E_tot, a.u.: -6078.34500
HOMO (alpha / beta), eV: -13.1 / -13.1
ΔE to the lowest compared entry with this formula, charge and spin, kcal per mole: 2.3
Molar mass, g/mol: 994.72
Multiplicity: 2
Charge: +2

Which of these has the highest F_max? C39H58O39